{"formula": "C24H54BF4N6O6", "method": "ωB97M-V with the def2-TZVPD basis set", "symbols": ["B", "F", "F", "F", "F", "C", "C", "N", "H", "H", "H", "C", "C", "N", "H", "H", "H", "C", "C", "N", "H", "H", "H", "C", "C", "N", "H", "H", "H", "C", "C", "N", "H", "H", "H", "C", "C", "N", "H", "H", "H", "C", "C", "O", "H", "H", "H", "H", "H", "H", "C", "C", "O", "H", "H", "H", "H", "H", "H", "C", "C", "O", "H", "H", "H", "H", "H", "H", "C", "C", "O", "H", "H", "H", "H", "H", "H", "C", "C", "O", "H", "H", "H", "H", "H", "H", "C", "C", "O", "H", "H", "H", "H", "H", "H"], "xyz": [[67.107000, 72.305000, 65.390000], [65.942000, 72.325000, 66.058000], [68.109000, 71.851000, 66.170000], [67.060000, 71.619000, 64.202000], [67.454000, 73.640000, 64.938000], [67.378000, 73.667000, 61.362000], [66.401000, 74.636000, 60.849000], [65.718000, 75.468000, 60.372000], [67.990000, 73.235000, 60.520000], [67.880000, 74.059000, 62.247000], [66.750000, 72.799000, 61.849000], [68.324000, 75.018000, 68.169000], [68.955000, 75.307000, 69.331000], [69.522000, 75.542000, 70.384000], [68.315000, 75.861000, 67.365000], [68.889000, 74.142000, 67.788000], [67.265000, 74.550000, 68.407000], [66.482000, 68.536000, 64.719000], [66.618000, 67.029000, 64.798000], [66.645000, 65.818000, 64.860000], [65.559000, 68.789000, 64.083000], [66.461000, 68.905000, 65.882000], [67.385000, 69.042000, 64.239000], [70.841000, 73.377000, 63.777000], [72.359000, 73.430000, 64.160000], [73.435000, 73.339000, 64.615000], [70.642000, 74.393000, 63.294000], [70.704000, 72.661000, 62.848000], [69.955000, 73.312000, 64.456000], [71.527000, 72.123000, 67.627000], [71.757000, 72.165000, 69.139000], [71.952000, 72.287000, 70.234000], [70.837000, 71.340000, 67.289000], [71.020000, 72.846000, 67.238000], [72.539000, 71.802000, 67.226000], [64.000000, 73.223000, 68.995000], [64.355000, 72.376000, 70.250000], [64.584000, 71.743000, 71.221000], [64.757000, 73.924000, 68.720000], [64.066000, 72.496000, 68.195000], [63.130000, 73.730000, 69.047000], [62.607000, 69.035000, 64.206000], [62.862000, 70.513000, 64.413000], [62.282000, 71.302000, 63.377000], [62.917000, 68.393000, 65.063000], [63.049000, 68.698000, 63.339000], [61.646000, 68.660000, 64.022000], [64.131000, 70.796000, 64.517000], [62.498000, 71.068000, 65.308000], [62.919000, 72.020000, 63.545000], [67.850000, 76.823000, 63.754000], [68.805000, 77.640000, 62.770000], [69.292000, 76.731000, 61.732000], [67.420000, 77.710000, 64.233000], [68.242000, 75.964000, 64.324000], [67.195000, 76.617000, 62.996000], [69.736000, 78.079000, 63.496000], [68.223000, 78.467000, 62.578000], [70.258000, 77.021000, 61.441000], [63.289000, 75.276000, 63.444000], [64.380000, 74.429000, 64.137000], [64.617000, 73.206000, 63.455000], [63.736000, 75.687000, 62.726000], [62.982000, 76.137000, 63.990000], [62.531000, 74.714000, 63.253000], [64.066000, 74.484000, 65.251000], [65.242000, 75.024000, 64.211000], [65.181000, 72.943000, 64.150000], [70.040000, 69.615000, 62.322000], [68.768000, 69.916000, 61.514000], [68.724000, 68.949000, 60.490000], [70.048000, 70.121000, 63.097000], [70.737000, 70.031000, 61.570000], [70.231000, 68.623000, 62.465000], [68.811000, 70.991000, 60.835000], [67.868000, 69.803000, 62.113000], [68.030000, 69.082000, 59.860000], [65.079000, 70.909000, 61.315000], [64.012000, 69.911000, 60.694000], [64.057000, 70.023000, 59.298000], [66.200000, 70.487000, 61.146000], [65.083000, 70.955000, 62.318000], [64.875000, 71.903000, 60.761000], [63.103000, 69.992000, 61.135000], [64.553000, 68.991000, 60.795000], [63.342000, 69.532000, 58.840000], [68.217000, 71.773000, 70.042000], [67.323000, 70.967000, 69.181000], [68.137000, 70.195000, 68.365000], [68.947000, 72.471000, 69.526000], [68.523000, 71.056000, 70.877000], [67.661000, 72.406000, 70.568000], [66.610000, 71.428000, 68.565000], [66.615000, 70.443000, 69.781000], [68.125000, 70.636000, 67.501000]], "atomic_forces_ev_per_a": [[1.1, 1.9, -1.9], [-1.9, 0.0, 0.8], [1.7, -0.8, 1.3], [-0.5, -1.4, -0.9], [-0.1, 0.3, 0.6], [-1.8, -2.2, 0.6], [-1.1, 2.3, -1.4], [1.7, -2.4, 1.5], [-0.4, 0.7, 1.1], [0.5, 0.2, -0.5], [1.2, 1.5, -1.1], [-3.1, -1.8, -4.2], [5.1, 2.9, 9.9], [-3.3, -1.3, -6.1], [-0.2, -1.6, 1.6], [-0.4, 0.4, -0.5], [1.9, 1.3, -0.7], [0.3, 0.2, 1.4], [0.0, -5.0, 0.0], [-0.1, 6.6, -0.3], [1.3, -0.2, 1.4], [-0.3, -0.6, -3.0], [-1.2, -0.9, 0.7], [0.8, 1.2, -3.2], [-0.9, -1.1, 1.6], [-2.3, 0.5, -1.4], [0.3, -1.1, 0.5], [0.4, 1.1, 2.2], [1.5, -0.6, 0.3], [3.8, -6.2, 3.3], [-1.7, -0.1, -5.8], [0.8, 0.2, 3.9], [0.2, -0.7, 0.9], [-1.9, 5.5, -2.1], [-1.3, 1.1, -0.1], [3.5, -3.4, 1.1], [0.0, -0.1, 1.6], [-0.7, 2.0, -3.3], [0.9, 0.5, 0.4], [-0.6, -0.1, -0.4], [-3.1, 1.2, 0.4], [0.6, 0.1, 2.7], [2.2, 1.3, 1.0], [1.3, 0.0, 0.1], [0.3, 0.6, -0.5], [1.8, -0.6, -1.9], [-2.2, 0.6, 0.1], [-3.3, -1.3, -0.6], [0.0, -1.5, 0.3], [-0.6, 0.9, -1.4], [2.5, 2.4, -0.7], [4.4, -2.9, 4.5], [2.4, 2.2, -0.1], [-0.2, -0.8, 1.1], [-0.3, 0.7, -0.2], [-2.5, -1.7, -1.3], [-2.1, -1.1, -2.2], [-1.0, 1.8, -1.9], [-3.2, -0.7, 1.0], [2.6, -0.4, 6.3], [-3.0, 2.7, 1.4], [-1.4, 1.4, 0.6], [3.0, 2.8, -6.8], [-0.3, 0.4, 1.3], [-4.9, -3.3, -1.7], [0.3, -1.7, -1.3], [1.7, 0.6, -0.4], [1.8, -2.3, 0.7], [-0.8, -0.4, -9.4], [-0.2, 1.4, -2.0], [0.9, -1.3, 0.0], [0.3, 4.8, 7.6], [0.7, -0.5, 0.9], [0.1, -2.7, 0.3], [-0.1, -2.3, 2.8], [-0.2, 0.7, 0.1], [-0.7, 0.4, -0.2], [1.0, -0.5, -5.6], [5.4, -0.2, -0.3], [-1.0, 0.9, -2.0], [-2.6, 1.2, -0.4], [-0.8, 0.6, 3.6], [0.8, -1.3, 1.3], [-2.8, 0.2, 1.2], [-0.7, -1.3, 1.3], [0.6, 0.4, 0.8], [1.8, -1.4, -0.1], [0.5, 0.1, -0.1], [0.3, -1.5, -1.2], [-0.3, -1.6, 0.6], [0.9, 1.1, -1.4], [-2.7, 3.0, 2.4], [-0.7, 1.9, -1.1], [0.0, -1.4, 0.9], [0.2, -0.3, 0.2]], "total_charge": -1, "homo_lumo_gap_ev": 9.76, "e_lumo_ha": 0.07142, "e_tot_ev": -58531.7220, "fmax_ev_per_a": 11.47}